(1)
66
Properties=species:S:1:pos:R:3:forces:R:3:lowdin_spin:R:1 method="wB97M-V/def2-TZVPD" energy_ev=-37601.2527 total_charge=+1 de_lowest_kcal_mol=40.5 s2=0.755 multiplicity=2
H 0.397 -3.853 1.657 0.1 0.1 0.3 0.00
O 2.854 -4.067 -1.142 -1.0 -0.9 -1.1 0.00
H -0.678 -2.163 0.129 -0.1 0.1 -0.3 0.00
H 0.585 3.006 1.277 -0.3 0.0 0.6 0.00
H 2.041 -1.330 2.476 0.2 -1.1 -0.3 0.00
C -1.799 1.605 3.004 0.3 -1.0 -0.8 0.00
H -1.318 -1.179 -2.115 0.0 -0.2 -0.2 0.00
H 4.871 -0.835 1.154 0.3 -0.2 -0.5 0.00
H 4.127 -3.658 -2.823 -0.1 -1.0 0.5 0.00
H 3.595 -1.228 3.309 0.0 0.9 0.2 0.00
H -3.062 4.576 -0.723 -0.1 0.1 -0.4 0.00
H -1.131 5.420 -1.527 -0.2 0.0 0.1 0.00
H -1.241 1.542 1.085 -0.3 -0.2 0.1 0.00
H -1.967 4.562 0.575 0.2 -0.7 0.3 0.00
O -0.402 1.133 -0.845 0.0 -2.0 0.4 0.76
H -2.396 3.057 -0.394 1.0 0.0 -0.1 0.00
O 1.058 3.615 0.705 1.2 0.6 -0.9 0.00
H -3.397 1.067 -3.647 0.1 0.4 0.3 0.00
H -2.361 -0.857 -4.742 0.1 0.0 0.3 0.00
H 2.515 -2.299 4.003 -0.7 -0.3 -0.3 0.00
O 0.431 -5.973 1.854 -0.7 0.6 -1.6 0.00
C -0.839 -1.104 0.331 -0.1 1.3 -0.2 0.00
C 1.864 4.538 1.476 -1.2 -0.2 1.3 0.00
O 1.865 -0.326 4.144 0.5 1.2 0.7 0.00
C 3.514 -3.198 -2.048 1.4 0.6 1.1 0.00
C 2.522 -1.357 3.454 -0.3 -0.4 -0.1 0.00
O -1.127 2.139 1.828 0.1 0.4 1.1 0.01
H 3.843 -0.928 -0.413 0.5 -0.7 0.4 0.00
H -0.448 -0.941 1.335 -0.3 0.2 0.1 0.00
H 1.199 4.946 2.237 -0.1 0.3 0.1 0.00
H -5.202 0.115 -2.070 0.5 0.3 -0.3 0.00
H -0.329 -4.713 3.153 -0.3 1.3 0.0 0.00
C 4.200 -0.354 0.442 -1.1 1.1 -0.7 0.00
H -4.582 0.521 -0.445 -0.4 0.2 0.0 0.00
C -3.356 -0.432 -4.868 -0.5 1.2 -0.5 0.00
H -1.711 2.234 3.890 -0.1 0.5 -0.6 0.00
C -0.206 -4.662 2.071 0.9 -2.7 0.9 0.00
C -0.066 -0.222 -0.683 0.4 -1.4 0.1 0.08
H -2.429 0.836 -1.670 0.0 -0.1 0.1 0.00
H -4.112 -0.952 -4.280 0.1 -0.2 0.2 0.00
H -1.893 -0.841 0.245 -0.2 -0.3 0.4 0.00
O 4.688 0.820 -0.215 0.2 -0.2 0.4 0.00
H 2.946 -2.500 -2.663 -0.9 0.2 0.6 0.00
H 2.628 4.042 2.074 0.4 -0.2 -0.6 0.00
O -3.405 0.998 -4.604 0.2 -1.5 -0.8 0.00
H 4.197 -2.691 -1.367 0.4 0.7 -0.9 0.00
O -3.295 1.154 -1.933 -1.0 0.2 -0.1 0.00
H -3.767 -0.711 -1.315 -0.6 -0.5 -0.3 0.00
O -1.066 4.500 -1.260 0.5 -0.7 -0.7 0.00
C -0.261 -0.913 -2.091 -0.4 0.9 -0.5 0.09
H -3.623 -0.579 -5.915 0.0 0.1 0.0 0.00
H -1.348 0.653 3.284 0.2 -0.1 0.0 0.00
H 1.027 -6.314 2.525 -0.2 0.8 0.4 0.00
Ag 0.694 3.025 -1.604 0.1 0.3 0.3 0.02
H 0.955 -0.360 -0.326 0.7 0.7 -0.7 0.02
H 0.346 -1.790 -2.315 0.1 0.0 0.8 0.01
H 2.236 5.408 0.935 0.0 -0.6 -0.6 0.00
H -0.089 -0.232 -2.925 0.0 0.2 0.1 0.00
H 2.820 -3.720 -0.247 0.2 0.3 -0.3 0.00
H 1.122 -0.614 4.678 0.2 -0.4 -0.1 0.00
H 3.293 -0.109 0.994 -0.1 0.1 0.3 0.00
H -2.827 1.363 2.736 -0.2 0.4 0.3 0.00
H 4.915 1.486 0.438 0.1 0.0 0.1 0.00
C -4.307 0.225 -1.457 1.5 -0.1 1.2 0.00
C -2.127 4.113 -0.406 -1.6 1.4 0.6 0.00
H -1.181 -4.695 1.584 0.1 -0.1 0.0 0.00

(2)
71
Properties=species:S:1:pos:R:3:forces:R:3:mulliken_charge:R:1 method="wB97M-V/def2-TZVPD" energy_ev=-171897.7046 total_charge=+1 de_lowest_kcal_mol=41.9
C -3.056 -0.371 3.096 0.8 0.0 0.5 -1.04
H -1.921 -3.471 -3.449 0.0 0.9 0.8 0.27
H -2.832 0.484 -0.617 -0.3 0.7 0.7 0.75
N -1.434 -0.833 -1.363 -1.2 0.3 1.2 0.16
C 2.322 -1.871 0.268 1.0 1.2 1.8 -0.85
C 2.621 -0.846 1.211 2.4 -0.5 -1.3 0.49
C 2.239 3.697 0.525 1.1 -0.3 0.2 -0.64
N -2.598 -1.694 2.695 -1.2 -1.5 -0.5 0.18
H 3.319 0.124 -1.496 -0.2 0.8 -0.3 0.37
Br -0.902 2.268 -2.890 1.2 0.0 0.2 -0.06
H -4.533 -2.297 3.386 1.6 -1.4 -1.0 0.35
H 1.356 3.721 3.937 -0.2 0.3 -0.2 0.40
H 4.874 3.477 -4.310 -1.4 0.3 0.1 0.34
C -0.162 5.082 1.470 -0.4 1.2 0.1 -1.15
Cl 5.638 -4.026 0.471 -0.1 -0.4 0.1 -0.19
H 2.957 4.271 1.169 -0.5 -0.5 -0.6 0.40
O 3.916 3.756 -4.309 0.5 -0.6 1.1 -0.52
C -0.353 2.127 0.652 -1.9 -0.3 0.2 0.21
Cl 5.759 -2.413 3.169 -0.4 0.4 -0.6 -0.18
C -1.147 -3.311 1.565 -1.7 -1.0 -0.5 -1.07
N -4.563 -3.814 -4.052 0.9 0.2 0.4 -0.29
C 3.182 3.019 -3.432 0.4 -1.6 0.4 0.97
N 1.595 1.209 -1.956 -1.9 0.6 -0.8 -0.04
C 3.751 1.878 -2.727 0.0 1.4 -1.1 -0.48
H -3.839 -3.328 1.972 -0.2 0.2 0.0 0.32
H 1.303 4.172 -3.720 0.6 -1.3 0.2 0.41
H 1.893 2.179 3.329 -1.0 0.1 0.1 -0.06
C 3.791 -0.896 2.020 -2.1 -0.4 0.3 0.02
Cl 2.653 -3.987 -1.104 0.9 -1.0 -0.6 -0.19
C -4.698 -2.688 -3.308 -1.9 -0.4 -1.4 0.33
C 1.800 3.254 -3.301 -1.1 -0.3 -0.1 -0.76
C -1.487 -1.913 1.990 0.1 1.3 0.2 0.58
H -1.231 5.113 1.782 0.7 -0.1 0.1 0.32
H -5.375 -4.202 -4.477 -0.4 -0.2 -0.2 0.25
C 1.041 2.900 3.295 -0.4 -0.9 0.4 -0.59
C 4.547 -2.034 1.967 0.8 -1.1 -0.8 0.18
H -3.575 0.168 2.329 -0.8 -0.1 -0.6 0.30
O 2.038 0.333 1.021 -2.6 0.0 -0.5 0.33
C -3.732 -0.942 -1.904 -0.4 -1.8 -0.8 -0.67
H 0.056 2.498 3.725 1.6 0.2 -0.4 0.22
H -2.221 0.273 3.311 0.6 0.0 0.3 0.23
H -1.016 1.590 1.433 0.6 0.7 -0.7 -0.02
C -2.177 -2.588 -2.818 -2.3 -0.5 -0.7 -0.73
H -3.658 -4.223 -4.257 -0.5 0.1 0.1 0.14
H -1.099 2.554 -0.104 1.0 -0.2 0.9 0.36
O -5.763 -2.113 -3.141 0.1 -0.6 -0.1 -0.61
H 2.641 2.665 0.421 0.3 0.7 -0.2 0.02
H -4.712 -0.538 -1.787 -0.6 -0.1 -0.2 0.58
C 2.940 1.022 -2.021 -0.3 0.3 0.1 -0.70
H 0.407 5.805 2.098 -0.4 -0.6 0.1 0.29
H -0.156 5.667 0.518 0.1 -1.0 0.1 0.31
H -3.133 -3.545 3.600 -0.7 0.4 -0.3 0.32
C 3.252 -2.909 0.073 -2.2 1.2 0.2 -0.11
C 1.019 2.234 -2.676 2.2 0.3 0.5 0.28
C -3.510 -2.110 -2.727 2.8 1.8 1.9 1.05
H -0.152 -3.370 1.124 -0.2 0.1 -0.1 -0.05
Cl 3.881 0.351 3.214 0.6 -0.3 -0.1 -0.19
Zr 0.296 0.206 -0.088 0.8 -1.1 0.4 0.72
C -1.231 -1.925 -2.081 2.9 -0.3 0.3 -0.92
C -3.613 -2.819 2.907 0.4 1.5 1.4 -0.91
H 4.838 1.736 -2.818 -0.6 -0.2 0.2 0.30
C 4.356 -2.946 0.862 1.5 0.1 1.3 0.76
H -0.167 -2.278 -1.978 -1.2 0.2 -0.6 0.47
O 1.234 -1.676 -0.451 -0.4 0.7 -0.3 0.31
C -2.729 -0.395 -1.195 2.4 -0.3 -1.3 -1.01
Si 0.690 3.381 1.533 -0.5 2.1 -1.0 -0.03
H 2.207 4.217 -0.472 -0.3 -0.6 1.0 0.19
H -3.640 -0.485 4.006 -0.1 0.2 -0.2 0.49
H -1.224 -4.056 2.403 0.1 0.8 -0.7 0.48
H -1.998 -3.616 0.804 1.9 0.4 1.2 0.29
O -0.776 -0.902 1.680 0.1 -0.3 -0.8 -0.68

(3)
93
Properties=species:S:1:pos:R:3:forces:R:3:lowdin_spin:R:1 method="wB97M-V/def2-TZVPD" energy_ev=-161149.0424 total_charge=0 s2=3.760 multiplicity=4
H 4.184 1.681 1.030 0.0 0.0 0.0 0.00
N 0.469 -0.037 1.755 0.1 0.2 0.0 0.00
H -0.948 0.618 -4.130 0.0 0.0 0.0 0.00
C 1.211 5.216 0.712 0.0 -0.1 0.0 0.00
H 2.938 1.470 3.371 0.0 0.0 0.0 0.00
H 5.280 -1.045 0.223 0.0 0.0 0.0 0.00
C -1.429 -3.109 2.070 0.1 -0.1 0.1 0.00
H -3.566 1.693 -1.596 0.0 0.0 0.0 0.00
H 2.276 2.475 4.659 0.0 0.0 0.0 0.00
C -6.982 -0.546 -1.517 0.0 0.0 0.1 0.00
C -4.685 -1.837 -2.287 0.1 0.1 0.1 0.01
C 4.890 1.014 0.533 0.0 0.0 -0.1 0.00
H 4.098 -1.992 2.097 0.0 0.0 0.0 0.00
C 0.496 -0.133 3.107 0.0 -0.2 0.0 0.00
H 1.924 5.763 1.333 0.0 0.0 0.0 0.00
H -3.210 3.418 -1.746 0.0 0.0 0.0 0.00
C -1.839 2.122 -2.836 -0.2 -0.2 0.1 0.00
H -0.353 -1.661 4.448 0.0 0.1 -0.1 0.00
C 3.012 4.054 -0.622 0.0 0.0 0.1 0.00
H -3.292 -4.003 2.718 0.0 0.0 0.0 0.00
H -0.058 -1.547 -3.525 0.0 0.0 -0.1 0.00
F -8.154 -1.629 -3.245 -0.1 0.0 0.0 0.00
C 4.448 -0.451 0.606 -0.1 0.2 0.2 0.00
F -5.887 -2.897 -4.020 0.0 0.0 0.0 0.00
H -1.577 2.871 -3.586 0.0 0.1 0.0 0.00
C -3.228 2.469 -2.285 0.0 0.0 0.0 0.00
N 0.567 1.707 -0.143 0.1 -0.1 -0.1 0.00
C 2.017 -1.950 -1.713 0.1 -0.1 0.0 0.01
H 0.989 5.828 -0.166 0.0 0.0 0.1 0.00
H 1.615 2.601 3.030 0.0 0.0 0.0 0.00
H 2.135 3.349 1.194 0.0 -0.1 0.0 0.00
H 0.339 -4.365 1.851 0.0 0.0 0.1 0.00
H 2.239 1.295 1.293 0.0 0.0 0.0 0.00
C 0.768 3.017 -0.385 -0.1 0.0 0.0 0.00
C -0.197 -1.281 3.449 0.0 -0.1 0.0 0.00
C -2.721 -3.087 2.887 0.0 0.1 0.0 0.00
C 0.800 -2.117 -3.886 0.0 -0.1 0.1 0.00
C -0.655 -1.838 2.252 0.0 0.1 0.1 0.00
B 1.379 0.715 0.730 -0.1 -0.2 0.0 0.00
C 1.464 -2.897 -2.744 0.0 0.2 -0.1 0.00
H 3.265 -0.478 2.435 0.0 0.0 0.0 0.00
N -0.264 -1.070 1.243 0.1 0.1 0.0 0.05
Co -0.790 -0.745 -0.748 0.1 0.1 -0.1 2.69
H 5.015 -0.600 2.697 0.0 0.0 0.0 0.00
F -8.099 0.082 -1.145 0.0 0.0 0.0 0.00
C -5.858 -2.059 -2.980 0.1 -0.1 -0.1 0.00
H 4.193 -2.392 -1.538 -0.1 0.0 0.0 0.00
C -0.559 -4.307 2.471 0.0 0.0 -0.1 0.00
C -5.797 -0.338 -0.836 0.1 0.0 -0.1 0.01
C -4.622 -0.988 -1.191 0.2 0.0 -0.3 0.01
H -3.948 2.551 -3.102 0.0 0.0 0.0 0.00
N 1.244 -1.074 -1.089 -0.1 0.1 0.1 0.04
Se -3.078 -0.812 -0.103 -0.3 -0.2 0.5 0.07
H 5.859 1.124 1.023 0.0 0.0 0.0 0.00
F -3.584 -2.477 -2.698 0.0 -0.1 -0.1 0.00
H 2.738 4.659 -1.490 0.0 0.0 0.0 0.00
C -0.797 2.234 -1.757 0.2 0.1 0.0 0.01
C 2.550 -3.821 -3.284 0.0 0.0 0.0 0.00
H 2.122 -4.505 -4.019 0.0 0.0 0.0 0.00
H 0.698 -3.511 -2.258 0.0 0.0 0.0 0.00
C 4.190 -0.905 2.049 0.0 0.0 -0.1 0.00
H -0.745 2.155 3.902 0.0 0.0 0.0 0.00
C -1.848 0.757 -3.526 0.2 0.2 0.0 0.01
H 3.335 -3.242 -3.777 0.0 0.0 0.0 0.00
H -2.496 -3.013 3.955 0.0 0.0 0.0 0.00
H -0.248 -4.227 3.515 0.0 0.0 0.0 0.00
H -1.903 -0.052 -2.797 -0.1 -0.1 0.1 0.01
C 2.019 1.904 3.764 0.0 -0.1 0.0 0.00
C 3.289 -0.825 -0.279 0.0 -0.3 -0.1 0.00
H 4.994 1.338 -0.504 0.0 0.0 0.1 0.00
H -0.209 4.369 -1.838 0.0 -0.1 0.0 0.00
H 1.396 0.250 4.953 0.0 0.0 0.0 0.00
H -1.122 -5.235 2.348 0.0 0.0 0.0 0.00
H 1.513 -1.418 -4.327 0.0 0.0 0.0 0.00
H -0.990 0.880 5.103 0.0 0.0 0.0 0.00
C 1.798 3.866 0.298 0.1 0.0 -0.1 0.00
N 2.017 -0.377 -0.206 0.1 0.1 0.0 0.00
H 3.004 -4.418 -2.491 0.0 0.0 0.0 0.00
H -2.723 0.657 -4.170 0.0 0.0 0.0 0.00
C -7.014 -1.415 -2.590 -0.1 0.0 0.0 0.00
H 0.453 -2.799 -4.665 0.0 0.0 0.0 0.00
C -0.092 3.388 -1.403 -0.1 0.1 -0.1 0.00
C 0.977 0.857 4.147 -0.1 0.2 -0.1 0.00
H 0.028 2.275 5.494 0.0 0.0 0.0 0.00
H 0.289 5.084 1.281 0.0 0.0 0.0 0.00
C 3.326 -1.825 -1.238 0.0 0.0 0.0 0.00
H -3.342 -2.235 2.607 0.0 0.0 0.0 0.00
F -5.812 0.513 0.192 0.0 0.0 0.1 0.00
H -1.680 -3.200 1.013 0.0 0.0 0.0 0.00
C -0.262 1.584 4.699 0.0 0.0 0.0 0.00
H 3.383 3.092 -0.979 0.0 0.0 0.0 0.00
H 3.820 4.560 -0.088 0.0 0.0 0.0 0.00
N -0.391 1.228 -0.984 0.0 0.1 0.0 0.05

(4)
128
Properties=species:S:1:pos:R:3:forces:R:3:mulliken_charge:R:1 method="wB97M-V/def2-TZVPD" energy_ev=-108585.1682 smiles="CCC[C@@H](C)c1c(N=C=S)c(CCCC(=O)OCC)c2nc(CCN)cnc2c1P(O)Cl.c1ccncc1.c1ccncc1.c1ccncc1.c1ccncc1.c1ccncc1.c1ccncc1" total_charge=0
H 8.891 -0.759 2.244 0.0 0.1 0.0 0.36
H 3.892 0.429 -2.870 -0.5 -0.5 0.4 0.67
H 2.291 -1.219 -3.942 0.5 -0.3 0.4 0.43
C 3.341 -11.107 -1.663 -0.1 0.3 0.1 -0.18
H 7.945 -1.844 -1.586 0.0 0.0 0.0 0.40
H 3.362 -2.678 -0.686 0.5 0.4 -0.3 0.08
H -4.350 7.109 -0.104 -0.3 -0.3 -0.1 0.24
N 8.375 -1.390 0.365 0.1 0.2 -0.1 -0.37
C 8.926 -0.499 1.191 -0.1 -0.2 0.0 -0.22
C 3.816 -13.012 -0.321 0.0 -0.1 0.0 -0.15
H -4.744 6.955 -1.646 0.0 -0.3 0.2 0.21
H 2.969 -10.264 1.442 0.0 -0.1 0.0 0.36
C 3.709 -12.441 -1.578 0.0 0.0 0.1 -0.39
C 8.402 -1.102 -0.939 -0.1 -0.2 0.2 -0.03
C -1.686 -0.466 -0.727 0.0 0.6 -1.2 -1.09
H 4.113 -5.677 -1.162 0.0 -0.1 0.0 0.40
C 0.644 2.523 -1.489 0.5 -0.4 -0.1 -0.07
C 4.174 -0.594 -0.973 0.1 -0.2 -0.9 -0.96
H 6.965 -8.647 0.024 0.0 0.0 0.0 0.39
C 5.395 -7.284 -0.517 0.0 0.0 0.0 -0.36
H 3.976 -1.732 -3.787 -0.4 -0.2 0.6 0.40
H 2.652 -2.418 -2.690 0.5 0.4 -0.2 0.29
C -2.950 4.431 -0.353 -0.4 -1.0 -1.3 -0.30
C 4.569 -2.095 1.007 -0.1 0.5 -0.7 -1.43
C -5.046 3.580 7.779 -0.1 -0.2 0.0 -0.20
H -6.371 3.022 3.642 0.0 0.0 0.0 0.42
Cl 3.020 3.511 -4.304 -0.4 0.2 0.8 -0.30
H -3.760 1.453 5.703 0.1 0.0 0.0 0.44
N -5.765 9.225 -1.627 0.2 0.3 -0.2 -0.51
H -4.310 12.015 -0.423 0.0 0.0 0.0 0.35
H 5.211 -0.256 -1.205 -0.6 -0.1 0.3 0.20
C -3.841 2.373 6.272 -0.2 -0.2 0.1 -0.17
H 4.585 -7.950 -0.247 0.0 0.0 -0.1 0.33
C 7.348 -5.538 -1.219 -0.1 0.2 -0.1 -0.10
H 4.102 -14.051 -0.212 0.0 0.0 0.0 0.36
H -6.121 8.785 -3.596 0.0 0.0 -0.1 0.38
O -5.596 -2.449 -1.514 0.3 1.0 0.6 -0.38
N 3.080 -10.339 -0.603 0.1 -0.3 0.1 -0.50
C 9.529 0.962 -0.586 0.0 0.1 0.0 -0.20
C 0.922 -2.072 -0.168 -0.7 -2.1 -0.1 0.25
C -4.190 -0.320 -1.424 0.4 -0.4 0.2 0.62
C 8.965 0.051 -1.464 0.0 0.0 0.0 -0.65
N 0.655 3.896 -1.520 -1.6 -0.3 0.4 -0.38
H -3.059 4.459 0.750 0.2 0.3 -0.6 0.19
C 3.308 -0.299 -2.268 -0.3 0.0 0.4 0.14
S 0.923 -2.736 1.273 0.1 0.9 -1.0 -0.31
H -4.212 12.550 -2.859 0.0 0.0 0.0 0.36
C -0.494 4.451 -1.142 0.4 -1.1 -0.2 -0.78
C -1.662 3.666 -0.776 -1.1 1.1 0.7 0.53
C -4.699 11.326 -1.161 0.0 0.0 0.0 -0.46
H -5.439 2.664 1.356 0.0 0.0 0.0 0.43
H -0.529 5.551 -1.116 -0.1 -0.7 0.0 0.30
C 5.132 -6.021 -1.024 0.0 0.3 -0.1 -0.31
H -2.820 5.765 -2.117 -0.5 -0.2 0.5 0.42
H -5.323 9.847 0.275 0.0 0.1 0.0 0.38
H 3.906 -13.015 -2.473 0.0 0.0 0.0 0.35
H -5.924 3.622 8.416 0.0 0.1 0.0 0.37
C -6.036 -0.341 3.600 0.0 0.1 0.0 -1.11
H -2.132 -0.099 0.219 0.3 0.0 -0.6 0.40
C 3.188 -10.911 0.599 -0.1 0.2 -0.1 -0.11
C -0.417 0.331 -1.111 0.4 -0.5 0.4 0.37
N -1.735 2.337 -0.763 2.1 1.8 -0.5 -0.22
H -1.492 -1.547 -0.630 0.0 0.6 0.1 0.49
C -5.705 9.530 -2.926 -0.1 -0.2 0.2 -0.10
H 3.271 4.967 -1.816 -0.2 -0.2 0.4 0.31
C 3.061 -1.530 -3.195 -0.5 0.9 -0.6 -1.81
H 3.626 -12.644 1.793 0.0 0.0 0.0 0.36
N 0.756 -1.806 -1.359 1.1 1.7 1.7 -0.48
H -2.384 6.502 -0.568 -0.2 -0.5 -0.5 0.26
N -4.459 6.407 -0.836 0.5 0.0 -0.2 -0.64
H -4.309 5.521 8.336 0.0 0.0 0.0 0.35
H -8.081 -3.546 0.126 0.4 0.4 0.3 0.33
C 3.552 -12.234 0.794 0.0 0.0 0.0 -0.45
H -3.785 3.787 -0.721 0.5 0.4 0.4 0.16
H -7.191 -1.133 -1.363 -0.1 -0.7 0.0 0.27
N -5.307 0.625 1.526 -0.2 0.0 0.4 -0.02
C -3.122 5.808 -1.049 1.0 0.8 1.1 -0.42
H -5.253 -1.391 1.888 0.0 0.0 0.1 0.58
C -7.010 -2.227 -1.255 -0.2 0.5 0.1 -0.23
H 9.978 1.876 -0.956 0.0 0.0 0.0 0.37
C 7.719 -6.779 -0.726 0.0 0.0 0.0 -0.55
C -4.647 11.619 -2.514 0.0 0.1 0.0 -0.14
H 3.603 -1.939 1.534 0.6 -0.3 -0.2 0.28
H -7.578 -2.753 -2.045 0.2 0.3 0.5 0.39
N -4.912 2.460 7.065 0.2 0.2 -0.1 -0.48
O 3.464 4.154 -1.316 -0.4 -0.3 -1.4 -0.44
H -2.477 0.648 -2.482 -0.3 -0.7 0.2 0.34
H 5.180 -1.192 1.234 0.0 -0.9 0.1 0.32
H -6.755 1.028 5.091 0.1 0.0 0.0 0.40
C 9.511 0.686 0.771 0.0 0.0 -0.1 -0.41
C 0.782 -0.321 -1.444 -0.6 1.6 -0.4 0.44
C -7.409 -2.669 0.188 0.3 0.1 -0.8 -0.90
H -6.188 -1.231 4.196 0.0 0.0 0.0 0.41
H -5.135 10.897 -4.483 0.0 0.0 0.0 0.35
C 1.885 1.826 -1.851 -0.9 0.2 -0.1 0.21
C -5.264 10.121 -0.773 -0.1 -0.2 0.0 -0.15
C 4.290 -2.090 -0.548 0.1 0.4 1.3 0.35
C -0.522 1.796 -1.117 0.6 -2.0 -0.2 0.74
C -5.518 -0.429 2.317 0.1 0.1 -0.2 -0.03
C -4.148 4.635 7.736 0.0 0.0 0.0 -0.38
C -2.882 3.368 6.158 0.0 0.0 0.0 -0.50
H 8.763 -7.042 -0.624 0.0 0.0 0.0 0.36
H 3.809 0.058 -0.150 0.2 -0.5 -0.4 0.51
H 3.247 -10.615 -2.625 0.0 -0.1 0.0 0.36
C -5.041 -1.358 -2.181 -0.1 0.1 -1.1 0.15
H 8.959 0.230 -2.531 0.0 0.0 0.0 0.37
H -6.487 -2.924 0.746 -0.6 0.1 -0.3 0.22
H 8.097 -4.809 -1.509 0.0 -0.1 0.0 0.32
H -4.641 0.675 -1.597 0.1 -0.6 0.2 0.33
C -2.700 -0.291 -1.941 -0.2 -0.7 0.7 -0.89
O -5.229 -1.247 -3.370 0.2 0.0 0.8 -0.57
C -5.159 10.704 -3.419 0.0 0.0 0.0 -0.45
H -7.916 -1.819 0.682 0.2 -0.6 -0.1 0.25
C -5.619 1.826 2.022 0.1 -0.1 -0.2 -0.26
H -2.537 -1.175 -2.597 0.0 0.8 0.1 0.45
H -2.318 5.324 6.845 0.0 0.0 0.0 0.37
C -6.350 0.915 4.093 -0.1 0.0 0.2 -0.17
H -2.033 3.242 5.499 0.0 0.0 0.0 0.37
C 1.990 0.420 -1.853 -0.7 0.3 -0.1 -0.32
C 6.717 -7.667 -0.367 0.0 -0.1 0.0 -0.16
C -6.138 2.025 3.291 0.0 -0.1 0.0 -0.69
N 6.081 -5.148 -1.374 0.1 -0.3 0.1 -0.33
H 5.054 -3.028 1.346 -0.2 0.6 -0.1 0.33
H -4.167 -0.502 -0.331 -0.3 0.1 -0.7 -0.38
H 9.941 1.373 1.488 0.0 0.0 0.0 0.37
H 5.115 -2.582 -1.106 -0.6 0.2 0.3 0.34
P 3.392 2.829 -2.329 1.1 -0.8 0.7 0.11
C -3.044 4.522 6.907 0.1 0.1 0.0 -0.17